Here is 14 unconnected molecules or ions with the total composition C47H88Cl27N4O9P2S2 in a non-equilibrium geometry from the OMol25 dataset. Energies are from ωB97M-V/def2-TZVPD.

Each line ends with the Mulliken charge.
Element x y z (Å)
1 C 5.7388 0.7487 5.0778  -1.355
2 C 5.1274 -0.2301 4.1033  -0.253
3 O 3.6970 -0.2509 4.1893  -0.076
4 C 3.2080 -0.9458 3.0669  -0.853
5 C 1.8084 -1.5181 3.2834  -1.893
6 C 0.6373 -0.5309 2.9742  2.755
7 P 0.0312 -0.1026 4.6866  0.456
8 O 1.1154 0.2883 5.5879  -0.699
9 O -0.6622 -1.4395 5.2207  -0.510
10 O -1.0807 1.0307 4.5750  -0.512
11 C 1.0943 0.8178 2.3998  -0.651
12 C 1.7932 1.9452 3.0666  -2.128
13 C 0.8999 3.1539 3.5033  -1.062
14 S 0.9839 3.5541 5.2750  -0.349
15 C -0.6680 3.9745 5.5981  0.557
16 N -1.3698 4.9142 5.0356  -0.330
17 N -2.6184 4.8475 5.5818  -0.374
18 C -2.6240 3.8926 6.4603  0.047
19 O -1.4024 3.3048 6.5087  -0.270
20 N 0.8042 0.8198 1.1374  1.259
21 O 1.0553 1.7711 0.1990  -0.287
22 C 0.3716 3.0523 0.4040  0.104
23 C 0.2497 3.7073 -0.9761  -1.499
24 C 0.1705 -0.4096 0.6598  -0.490
25 C 1.1648 -1.4249 -0.0188  -0.922
26 C 2.1030 -0.8232 -1.0442  -0.300
27 O 1.9391 -0.9321 -2.2033  -0.445
28 Cl 3.5285 0.0296 -0.4558  -0.135
29 P -0.9706 0.0330 -0.7622  0.229
30 N -2.0830 1.0543 -0.3687  -0.561
31 C -0.4789 -0.9958 1.9601  1.059
32 S -0.6866 -2.8359 1.8747  -0.344
33 C -1.8828 -0.4699 2.3187  -1.012
34 C -3.0901 -0.9473 1.5040  -1.249
35 C -4.0084 -1.8940 2.2737  -1.236
36 O -4.3914 -1.3597 3.5416  -0.420
37 C -5.1716 -0.2367 3.4607  0.958
38 C -6.6490 -0.3729 3.2708  -1.170
39 O -4.6504 0.8320 3.5873  -0.541
40 H 5.3364 0.6354 6.0832  0.280
41 H 5.6473 1.7717 4.7134  0.330
42 H 6.8137 0.5254 5.1307  0.382
43 H 5.4685 0.0119 3.0911  0.238
44 H 5.4749 -1.2381 4.3435  0.241
45 H 3.3036 -0.3636 2.1420  0.021
46 H 3.8663 -1.8155 2.9379  0.810
47 H 1.7631 -1.8089 4.3314  0.622
48 H 1.7469 -2.4456 2.7209  0.760
49 H -0.2812 -1.6328 6.0905  0.422
50 H -1.8015 0.8265 5.1923  0.356
51 H 2.3974 1.6196 3.9130  0.407
52 H 2.4942 2.3312 2.3199  0.820
53 H 1.1574 4.0497 2.9482  1.051
54 H -0.1423 2.9593 3.2544  0.060
55 H -3.4479 3.5639 7.0648  0.511
56 H -0.5940 2.9413 0.8873  0.263
57 H 1.0467 3.6716 0.9859  0.389
58 H 0.6888 3.0641 -1.7360  0.286
59 H 0.7139 4.6889 -0.9715  0.391
60 H -0.8038 3.8628 -1.2045  0.354
61 H 1.6985 -2.0311 0.7072  0.649
62 H 0.5302 -2.1059 -0.5823  0.799
63 H -1.5237 -1.1981 -1.1641  0.003
64 H -0.1607 0.5095 -1.8036  0.240
65 H -2.0569 1.8932 -0.9341  0.221
66 H -1.0342 -2.9479 0.5862  0.250
67 H -1.8494 0.6206 2.3179  0.137
68 H -2.0958 -0.7470 3.3492  1.072
69 H -3.6784 -0.0560 1.2941  0.497
70 H -2.8733 -1.3843 0.5304  0.466
71 H -4.8881 -2.0590 1.6423  0.540
72 H -3.5576 -2.8663 2.4530  0.347
73 H -6.9055 -0.8434 2.3230  0.340
74 H -7.1454 -0.8641 4.1042  0.200
75 H -7.0488 0.6381 3.2273  0.337
76 Cl 3.2700 -4.0694 -7.0642  -0.202
77 C 2.6612 -3.3922 -5.5301  -0.438
78 C 3.7708 -3.0467 -4.5741  0.565
79 Cl 4.5934 -4.5010 -3.9429  -0.214
80 H 1.9710 -4.1143 -5.1000  0.459
81 H 2.1042 -2.4900 -5.7831  0.207
82 H 3.3600 -2.5177 -3.7146  -0.390
83 H 4.5135 -2.4068 -5.0509  -0.011
84 Cl -3.9270 -2.8477 -5.1124  -0.097
85 C -2.5679 -1.7225 -5.3411  -0.422
86 C -2.0022 -1.2818 -4.0198  -0.368
87 Cl -3.1376 -0.2404 -3.1149  -0.170
88 H -2.9163 -0.8769 -5.9302  0.300
89 H -1.8015 -2.2434 -5.9120  0.164
90 H -1.0944 -0.7001 -4.1830  0.268
91 H -1.7561 -2.1357 -3.3904  0.369
92 Cl 8.1297 -1.0892 4.0978  -0.156
93 C 8.6620 -1.3483 2.4144  -0.617
94 C 9.1324 -0.0742 1.7656  -0.376
95 Cl 7.7914 1.0756 1.5031  -0.175
96 H 7.8300 -1.7880 1.8690  0.294
97 H 9.4753 -2.0714 2.4411  0.401
98 H 9.5592 -0.2946 0.7886  0.342
99 H 9.8873 0.4279 2.3650  0.308
100 Cl -8.8074 -2.7573 6.1102  -0.176
101 C -7.8048 -4.2205 5.9327  -0.469
102 C -6.5418 -3.9412 5.1618  -0.501
103 Cl -6.8727 -3.5802 3.4482  -0.142
104 H -8.4065 -4.9857 5.4495  0.308
105 H -7.5538 -4.5598 6.9362  0.331
106 H -5.8927 -4.8149 5.1834  0.459
107 H -5.9972 -3.0982 5.5820  0.248
108 Cl 2.0884 -2.8143 -12.7909  -0.197
109 C 2.7124 -2.9038 -11.1234  -0.456
110 C 1.6750 -2.5025 -10.1092  0.176
111 Cl 1.2915 -0.7594 -10.1929  -0.205
112 H 3.5968 -2.2749 -11.0611  0.336
113 H 3.0096 -3.9366 -10.9489  0.310
114 H 2.0443 -2.6956 -9.1042  -0.238
115 H 0.7505 -3.0567 -10.2433  0.288
116 Cl 6.0422 -2.9101 6.6073  -0.156
117 C 4.3424 -3.4379 6.6196  -0.075
118 C 4.1259 -4.6939 5.8172  -0.494
119 Cl 4.3365 -4.4140 4.0647  -0.140
120 H 3.7349 -2.6157 6.2435  -0.123
121 H 4.0747 -3.6164 7.6599  0.404
122 H 3.1069 -5.0502 5.9595  0.291
123 H 4.8111 -5.4827 6.1153  0.394
124 Cl 6.2326 1.2029 -4.0114  -0.170
125 C 5.3811 1.8027 -5.4592  -0.482
126 C 4.2594 0.8863 -5.8715  -0.123
127 Cl 4.8568 -0.6756 -6.4901  -0.179
128 H 6.1138 1.9234 -6.2527  0.316
129 H 4.9794 2.7833 -5.2100  0.323
130 H 3.6822 1.3447 -6.6730  0.367
131 H 3.5901 0.6812 -5.0382  0.008
132 Cl 9.5924 1.7609 -1.2404  -0.166
133 C 10.0558 1.5132 -2.9455  -0.303
134 C 10.5276 2.7811 -3.6069  -0.487
135 Cl 9.2162 3.9680 -3.8306  -0.176
136 H 9.1982 1.0901 -3.4624  0.151
137 H 10.8608 0.7801 -2.9532  0.327
138 H 10.9159 2.5469 -4.5967  0.307
139 H 11.3150 3.2636 -3.0337  0.338
140 Cl -1.3647 -2.1228 -8.7758  -0.156
141 C -2.2378 -1.5327 -10.2150  -0.560
142 C -3.3979 -2.4235 -10.5733  -0.398
143 Cl -2.8570 -4.0127 -11.1696  -0.186
144 H -1.5212 -1.4564 -11.0298  0.356
145 H -2.5975 -0.5323 -9.9799  0.346
146 H -3.9775 -1.9624 -11.3712  0.327
147 H -4.0526 -2.5885 -9.7211  0.286
148 Cl -5.7679 -3.7736 -1.4242  -0.082
149 C -7.1633 -4.5896 -2.1874  -0.600
150 C -6.7357 -5.6322 -3.1883  -0.429
151 Cl -5.9819 -4.9040 -4.6289  -0.151
152 H -7.7837 -3.8264 -2.6493  0.321
153 H -7.7315 -5.0603 -1.3870  0.322
154 H -7.6056 -6.1908 -3.5296  0.313
155 H -6.0258 -6.3323 -2.7555  0.319
156 Cl 1.2158 9.6178 5.0054  -0.187
157 C -0.3242 9.3595 4.1459  -0.435
158 C -0.4930 7.9307 3.7020  -0.305
159 Cl 0.6531 7.4849 2.4025  -0.214
160 H -0.3584 10.0472 3.3046  0.326
161 H -1.1232 9.6200 4.8379  0.317
162 H -1.4945 7.7847 3.3017  0.304
163 H -0.3510 7.2337 4.5214  0.195
164 Cl -6.9270 2.1710 6.2369  -0.107
165 C -7.3830 3.7947 6.8248  -0.594
166 C -6.9947 4.8784 5.8513  -0.490
167 Cl -5.2233 5.0719 5.7330  -0.034
168 H -6.9110 3.9431 7.7928  0.343
169 H -8.4623 3.7904 6.9659  0.342
170 H -7.4034 5.8303 6.1877  0.315
171 H -7.3752 4.6742 4.8535  0.326
172 Cl -4.4721 3.0594 -4.2485  -0.159
173 C -6.0794 2.6125 -4.8746  -0.463
174 C -6.1028 1.1908 -5.3792  -0.316
175 Cl -5.1224 0.9830 -6.8555  -0.171
176 H -6.3460 3.3217 -5.6537  0.348
177 H -6.7860 2.7208 -4.0535  0.290
178 H -7.1232 0.9086 -5.6326  0.353
179 H -5.7277 0.4965 -4.6307  0.130

The electronic energy comes out at -452902.729 eV. Its multiplicity is 1. As for the net charge: +1. For the maximum force, the calculation gives 2.40 eV/Å.


Here is 7 unconnected molecules or ions with the total composition C47H93BF4N5O7 in a non-equilibrium geometry from the OMol25 dataset. Energies are from ωB97M-V/def2-TZVPD.

Each line ends with the Mulliken spin population.
Element x y z (Å)
1 C -12.0206 -12.3601 11.9234  0.000
2 C -13.1485 -13.3186 11.4830  0.000
3 C -14.2040 -12.4713 10.6324  -0.017
4 C -13.6146 -12.1604 9.2569  0.001
5 C -13.2126 -13.4176 8.5160  0.001
6 C -12.2000 -14.2902 9.1655  -0.002
7 N -12.5601 -14.4453 10.6439  0.001
8 O -11.8393 -15.3852 11.2960  0.001
9 C -10.7716 -13.6850 9.0766  0.000
10 C -12.2939 -15.7348 8.5151  0.003
11 C -13.8558 -14.0418 12.6507  0.001
12 H -12.2270 -11.7124 12.7754  0.000
13 H -11.5739 -11.7617 11.1294  0.000
14 H -11.2117 -12.8942 12.4218  0.000
15 H -14.4688 -11.5418 11.1364  -0.003
16 H -15.1569 -12.9805 10.4886  0.017
17 H -12.8500 -11.3843 9.2918  0.000
18 H -14.3257 -11.6585 8.6008  0.000
19 H -13.0430 -13.1805 7.4657  0.000
20 H -14.1834 -13.9132 8.5232  0.000
21 H -10.1275 -13.9873 8.2508  0.000
22 H -10.1254 -13.7923 9.9479  0.000
23 H -10.6562 -12.6196 8.8771  0.000
24 H -11.6895 -15.7606 7.6084  0.000
25 H -13.3204 -16.0914 8.4302  0.001
26 H -11.6805 -16.4746 9.0295  -0.001
27 H -13.2394 -14.7007 13.2622  0.000
28 H -14.5876 -14.6925 12.1720  -0.001
29 H -14.2884 -13.1952 13.1837  0.001
30 C -19.5875 -19.3446 10.6828  -0.001
31 C -20.5607 -18.2224 11.2123  0.002
32 C -21.9755 -18.2103 10.7738  -0.001
33 C -22.7020 -19.5172 11.2147  0.000
34 C -22.7530 -19.4933 12.7147  -0.001
35 C -21.3826 -19.4697 13.4783  0.000
36 N -20.6333 -18.3880 12.7675  -0.012
37 O -19.9431 -17.4642 13.5650  0.014
38 C -20.5745 -20.8035 13.5163  -0.001
39 C -21.8252 -18.9210 14.9636  0.000
40 C -19.9118 -16.7476 10.8294  -0.003
41 H -18.6198 -19.3195 11.1839  0.000
42 H -19.3053 -19.2227 9.6370  0.000
43 H -19.9889 -20.3580 10.6925  0.000
44 H -22.1520 -18.1501 9.6999  0.000
45 H -22.5540 -17.4464 11.2933  0.000
46 H -22.3300 -20.4904 10.8945  0.000
47 H -23.7260 -19.4859 10.8424  0.000
48 H -23.4668 -20.1753 13.1769  0.000
49 H -23.2576 -18.5549 12.9446  0.000
50 H -20.3324 -21.0911 12.4932  0.000
51 H -20.9823 -21.6156 14.1182  0.000
52 H -19.7512 -20.4865 14.1564  0.000
53 H -22.4371 -19.6333 15.5171  0.000
54 H -22.3203 -17.9548 14.8664  0.000
55 H -20.9161 -18.8630 15.5622  0.000
56 H -19.9538 -16.5325 9.7617  0.002
57 H -18.8887 -16.5868 11.1694  0.000
58 H -20.5154 -15.9735 11.3032  0.001
59 C -12.5177 -17.9908 12.9543  -0.006
60 C -13.0071 -19.4313 12.9000  -0.033
61 C -14.1556 -19.5525 13.8696  0.024
62 C -15.1366 -20.7656 13.7798  -0.020
63 C -15.5838 -20.9200 12.3537  0.043
64 C -14.5036 -21.0289 11.2627  -0.012
65 N -13.5528 -19.8597 11.4907  0.370
66 O -12.6761 -19.6423 10.4243  0.569
67 C -15.2449 -20.8647 9.8600  -0.001
68 C -13.8005 -22.4066 11.5178  0.026
69 C -11.9823 -20.3661 13.2853  0.033
70 H -11.5528 -17.8650 12.4631  0.000
71 H -12.5030 -17.5596 13.9553  0.000
72 H -13.3175 -17.4061 12.4997  0.009
73 H -14.8521 -18.7377 13.6716  0.000
74 H -13.9539 -19.4603 14.9368  0.000
75 H -16.0062 -20.7178 14.4352  -0.001
76 H -14.7150 -21.6969 14.1579  0.000
77 H -16.1845 -20.0121 12.2986  -0.009
78 H -16.3080 -21.7185 12.1923  0.001
79 H -16.0618 -21.5857 9.8264  -0.003
80 H -14.5807 -20.9925 9.0053  0.008
81 H -15.8004 -19.9374 9.7198  -0.004
82 H -14.0750 -22.8196 12.4885  0.000
83 H -12.7295 -22.3155 11.3368  0.000
84 H -14.2847 -23.1710 10.9099  -0.001
85 H -11.1164 -20.4708 12.6316  -0.002
86 H -12.3364 -21.3065 13.7077  -0.002
87 H -11.3886 -19.9000 14.0716  -0.001
88 C -15.1239 -19.3881 6.6401  0.001
89 C -15.9813 -19.1578 5.3247  0.000
90 C -17.4434 -19.2122 5.6063  0.000
91 C -18.0663 -18.0338 6.2897  0.002
92 C -17.9056 -16.8251 5.3241  -0.001
93 C -16.4382 -16.4672 4.9373  0.000
94 N -15.6349 -17.7559 4.6756  0.000
95 O -14.4198 -17.6494 4.1267  0.000
96 C -15.7898 -15.6993 6.0606  0.000
97 C -16.5391 -15.6273 3.7321  0.000
98 C -15.6206 -20.2995 4.2150  0.000
99 H -14.2397 -18.7547 6.5693  -0.001
100 H -14.8975 -20.4445 6.7847  0.000
101 H -15.5919 -18.9536 7.5234  0.000
102 H -17.7038 -19.9690 6.3463  0.000
103 H -18.0329 -19.4152 4.7122  0.000
104 H -17.6141 -17.6785 7.2157  0.000
105 H -19.1097 -18.0949 6.5992  0.000
106 H -18.2827 -15.8939 5.7468  0.003
107 H -18.4559 -16.9914 4.3981  -0.002
108 H -16.2955 -14.7494 6.2340  0.000
109 H -14.7311 -15.4521 5.9835  0.000
110 H -15.8954 -16.3857 6.9008  -0.001
111 H -16.8516 -16.1423 2.8237  0.000
112 H -15.5716 -15.2241 3.4329  0.000
113 H -17.0974 -14.6920 3.7715  0.000
114 H -14.5590 -20.3606 3.9753  0.000
115 H -16.3484 -20.2781 3.4038  0.000
116 H -15.9037 -21.2348 4.6980  0.000
117 C -17.6076 -12.7106 14.4851  0.021
118 C -18.6050 -13.0994 13.3829  -0.020
119 C -20.0052 -13.6104 13.8973  0.031
120 C -20.9844 -12.4274 14.3718  -0.012
121 C -21.2286 -11.4372 13.2818  0.013
122 C -19.9200 -10.8822 12.6054  -0.002
123 N -18.8302 -11.9749 12.4168  0.426
124 O -17.6648 -11.5200 11.7762  0.539
125 C -19.4028 -9.8272 13.6154  0.024
126 C -20.2585 -10.3510 11.1710  0.003
127 C -17.9520 -14.2501 12.6680  -0.043
128 H -16.8571 -11.9644 14.2241  0.000
129 H -17.0926 -13.5107 15.0168  0.002
130 H -18.1785 -12.1497 15.2251  -0.001
131 H -19.8889 -14.1399 14.8429  0.000
132 H -20.5768 -14.2742 13.2487  -0.004
133 H -20.4828 -11.8383 15.1396  -0.001
134 H -21.7906 -12.9340 14.9022  -0.001
135 H -21.8433 -10.6250 13.6698  -0.001
136 H -21.7736 -11.8828 12.4496  0.001
137 H -18.8964 -10.1945 14.5080  -0.003
138 H -20.0994 -9.0557 13.9434  0.002
139 H -18.6235 -9.2286 13.1438  0.000
140 H -20.2348 -11.0635 10.3464  0.003
141 H -19.6264 -9.5055 10.8995  -0.002
142 H -21.2688 -9.9421 11.1780  0.001
143 H -16.9112 -14.1589 12.3575  0.015
144 H -18.4932 -14.5876 11.7841  0.006
145 H -18.0195 -15.1613 13.2624  -0.004
146 C -18.1095 -14.5277 8.5882  0.022
147 C -19.4636 -13.8644 8.5078  0.028
148 O -20.0482 -13.7144 7.4196  -0.567
149 O -19.8914 -13.3020 9.5048  -0.452
150 H -17.3596 -13.8077 8.2605  0.004
151 H -17.9108 -15.4038 7.9708  -0.010
152 H -17.8162 -14.6472 9.6312  -0.022
153 B -15.4111 -16.6900 10.3952  -0.064
154 F -15.9544 -17.4087 9.3027  -0.017
155 F -14.0505 -16.9204 10.4564  0.060
156 F -15.5571 -15.3243 10.0322  0.003
157 F -16.0524 -16.9240 11.6205  0.031

The electronic energy comes out at -83549.792 eV. Its multiplicity is 2. As for the net charge: +2. For the maximum force, the calculation gives 9.42 eV/Å.